Record 1
C13H10AuN2O4S as an isolated structure. Source: the Open Molecules 2025 dataset; level of theory: ωB97M-V with the def2-TZVPD basis set.

Geometry (Å):
Au (-0.356, -0.235, -0.123)
O (2.507, -1.662, -0.912)
C (1.470, -1.290, -0.584)
C (-1.887, 1.042, 0.653)
O (-2.834, 1.553, 1.055)
C (0.283, 1.045, -1.868)
O (0.322, 1.288, -2.987)
C (-0.123, -0.896, 1.844)
O (-0.078, -1.120, 2.969)
C (2.572, 2.517, 0.995)
H (3.018, 1.811, 1.719)
H (3.006, 2.520, -0.021)
C (1.452, 3.203, 1.280)
H (0.921, 3.791, 0.509)
H (0.939, 3.102, 2.254)
N (-2.956, 0.236, -2.399)
C (-2.775, -1.084, -2.097)
N (-1.844, -1.516, -1.264)
C (-1.790, -2.898, -1.122)
C (-0.883, -3.598, -0.305)
C (-0.955, -4.993, -0.289)
C (-1.921, -5.650, -1.081)
C (-2.826, -4.949, -1.905)
C (-2.748, -3.556, -1.921)
S (-3.694, -2.375, -2.818)
H (-3.719, 0.495, -3.015)
H (-2.525, 0.955, -1.815)
H (-0.147, -3.035, 0.291)
H (-0.258, -5.556, 0.344)
H (-1.977, -6.738, -1.060)
H (-3.576, -5.444, -2.526)

total charge: +3
HOMO-LUMO gap (alpha / beta): 6.68 / 3.90 eV
LUMO (alpha / beta): -11.4 / -14.1 eV
highest occupied orbital energy (alpha / beta): -0.663 / -0.663 Ha
multiplicity: 3
E_tot: -39305.7243 eV

=====

Record 2
C28H46ClN10O2Tm as an isolated structure. Source: the Open Molecules 2025 dataset; level of theory: ωB97M-V with the def2-TZVPD basis set.

Geometry (Å):
Tm (0.283, 0.164, 0.822)
C (1.583, 3.861, 1.829)
C (1.926, 3.365, 0.409)
N (2.100, 1.885, 0.313)
C (2.902, 1.569, -0.872)
C (3.437, 0.154, -0.771)
N (2.302, -0.787, -0.528)
C (2.843, -2.174, -0.411)
C (3.455, -2.390, 1.010)
C (3.097, -1.451, 2.174)
N (1.677, -1.200, 2.510)
C (1.599, -0.633, 3.878)
C (2.246, 0.785, 3.933)
N (1.557, 1.680, 3.035)
C (2.164, 3.047, 2.937)
H (0.531, 3.803, 1.858)
H (1.913, 4.899, 1.929)
H (2.840, 3.817, 0.092)
H (1.162, 3.650, -0.320)
H (2.599, 1.603, 1.159)
H (3.668, 2.292, -1.047)
H (2.229, 1.651, -1.706)
H (4.192, 0.032, 0.012)
H (3.947, -0.106, -1.729)
H (1.718, -0.774, -1.338)
H (3.527, -2.361, -1.258)
H (2.018, -2.962, -0.511)
H (4.538, -2.373, 1.066)
H (3.075, -3.412, 1.288)
H (3.594, -0.479, 2.131)
H (3.601, -1.894, 2.992)
H (1.225, -2.128, 2.535)
H (2.072, -1.279, 4.605)
H (0.564, -0.517, 4.201)
H (3.326, 0.813, 3.672)
H (2.220, 1.014, 5.009)
H (0.594, 1.916, 3.267)
H (3.246, 2.925, 2.831)
H (2.121, 3.512, 3.921)
N (-2.588, 0.358, -0.559)
C (-2.303, 1.068, -1.772)
C (-2.707, 0.224, -3.006)
C (-2.145, 0.694, -4.357)
C (-2.436, 2.152, -4.863)
N (-3.593, 2.788, -4.252)
C (-3.567, 3.897, -3.501)
N (-2.424, 4.303, -2.922)
N (-4.696, 4.555, -3.251)
C (-0.821, 1.389, -1.902)
O (-0.474, 2.293, -2.653)
O (0.016, 0.658, -1.273)
H (-3.223, -0.455, -0.603)
H (-2.860, 0.931, 0.209)
H (-2.858, 2.027, -1.831)
H (-3.816, 0.234, -3.105)
H (-2.446, -0.835, -2.895)
H (-2.533, 0.034, -5.153)
H (-1.069, 0.568, -4.349)
H (-2.552, 2.181, -5.958)
H (-1.557, 2.732, -4.674)
H (-4.495, 2.741, -4.662)
H (-1.577, 3.661, -2.811)
H (-2.502, 4.985, -2.180)
H (-5.424, 4.573, -3.937)
H (-4.534, 5.486, -2.813)
C (-1.958, -2.303, 4.184)
C (-1.547, -1.299, 3.276)
N (-1.132, -1.554, 2.063)
C (-1.098, -2.886, 1.658)
C (-1.490, -3.970, 2.478)
C (-1.884, -3.615, 3.801)
C (-1.467, -5.321, 1.941)
C (-1.054, -5.561, 0.652)
C (-0.721, -4.435, -0.180)
C (-0.455, -4.629, -1.591)
C (-0.214, -3.544, -2.362)
C (-0.175, -2.258, -1.792)
N (-0.342, -2.084, -0.494)
C (-0.659, -3.129, 0.327)
H (-2.227, -2.008, 5.123)
H (-1.504, -0.284, 3.603)
H (-2.116, -4.441, 4.466)
H (-1.665, -6.161, 2.575)
H (-0.932, -6.554, 0.265)
H (-0.478, -5.622, -2.007)
H (-0.054, -3.581, -3.418)
H (-0.026, -1.412, -2.430)
Cl (-1.311, 1.891, 2.008)

total charge: +2
HOMO-LUMO gap (alpha / beta): 8.64 / 8.65 eV
LUMO (alpha / beta): -5.2 / -5.2 eV
highest occupied orbital energy (alpha / beta): -0.507 / -0.507 Ha
multiplicity: 3
E_tot: -90825.5054 eV
energy above the lowest of the compared OMol25 structures with the same formula, charge and spin: 19.0 kcal/mol

=====

Record 3
C35H34F3N5O8SeSi2Ta as an isolated structure. Source: the Open Molecules 2025 dataset; level of theory: ωB97M-V with the def2-TZVPD basis set.

Geometry (Å):
Ta (-0.170, 0.455, 0.246)
Se (-4.011, -6.216, -1.421)
N (-3.688, -5.350, 0.102)
C (-2.865, -4.378, -0.182)
C (-2.356, -3.444, 0.810)
C (-2.601, -3.593, 2.175)
C (-1.998, -2.714, 3.043)
C (-1.240, -1.670, 2.534)
N (-1.058, -1.460, 1.229)
C (-1.557, -2.388, 0.380)
C (-1.099, -2.307, -1.004)
N (-0.203, -1.331, -1.279)
C (0.274, -1.271, -2.521)
C (-0.095, -2.157, -3.525)
C (-1.006, -3.148, -3.250)
C (-1.518, -3.232, -1.954)
C (-2.458, -4.268, -1.553)
N (-2.953, -5.149, -2.378)
H (-3.223, -4.407, 2.521)
H (-2.110, -2.805, 4.113)
H (-0.785, -0.967, 3.209)
H (0.975, -0.483, -2.736)
H (0.342, -2.046, -4.506)
H (-1.328, -3.858, -4.000)
C (1.788, -3.169, 0.687)
Si (2.635, -1.486, 0.593)
C (4.263, -1.751, 1.485)
C (3.148, -1.089, -1.182)
C (1.506, -0.133, 1.406)
Si (2.633, 1.227, 2.209)
C (3.848, 1.884, 0.925)
C (3.563, 0.473, 3.666)
C (1.704, 2.631, 3.038)
H (2.533, -3.941, 0.481)
H (0.980, -3.311, -0.028)
H (1.398, -3.360, 1.691)
H (4.761, -2.560, 0.942)
H (4.145, -2.071, 2.520)
H (4.925, -0.887, 1.458)
H (2.774, -1.839, -1.881)
H (4.238, -1.121, -1.236)
H (2.842, -0.104, -1.535)
H (1.128, -0.687, 2.277)
H (4.801, 1.353, 0.967)
H (4.058, 2.938, 1.119)
H (3.482, 1.813, -0.101)
H (4.472, -0.068, 3.416)
H (2.920, -0.198, 4.242)
H (3.845, 1.288, 4.338)
H (1.170, 3.304, 2.374)
H (2.459, 3.211, 3.577)
H (1.003, 2.257, 3.784)
O (0.663, 1.196, -1.553)
C (0.951, 2.338, -1.005)
O (0.838, 2.316, 0.258)
C (1.310, 3.510, -1.759)
C (1.462, 3.410, -3.142)
C (1.762, 4.527, -3.912)
C (1.899, 5.716, -3.233)
O (2.183, 6.926, -3.748)
C (2.173, 7.858, -2.657)
O (1.938, 7.109, -1.465)
C (1.747, 5.818, -1.848)
C (1.452, 4.736, -1.075)
H (1.329, 2.449, -3.619)
H (1.869, 4.476, -4.985)
H (1.365, 8.573, -2.808)
H (3.145, 8.346, -2.597)
H (1.319, 4.800, -0.004)
O (-2.225, 0.114, -0.896)
C (-2.275, 1.349, -1.155)
O (-1.513, 2.100, -0.488)
C (-3.112, 1.967, -2.213)
C (-4.489, 1.785, -2.266)
C (-5.228, 2.411, -3.259)
C (-4.599, 3.203, -4.208)
C (-3.226, 3.347, -4.138)
C (-2.463, 2.755, -3.152)
N (-2.535, 4.177, -5.141)
O (-3.207, 4.950, -5.786)
O (-1.333, 4.029, -5.253)
H (-4.977, 1.162, -1.528)
H (-6.301, 2.281, -3.296)
H (-5.151, 3.707, -4.988)
H (-1.394, 2.912, -3.123)
F (-2.657, 0.976, 1.919)
C (-1.351, 1.365, 1.990)
F (-0.957, 1.037, 3.264)
F (-1.355, 2.706, 1.990)

total charge: +1
HOMO-LUMO gap: 6.98 eV
LUMO: -3.9 eV
highest occupied orbital energy: -0.400 Ha
multiplicity: 1
E_tot: -151480.4888 eV
energy above the lowest of the compared OMol25 structures with the same formula, charge and spin: 0.0 kcal/mol

=====

Record 4
C36H80AgN9O35S6 as an isolated structure. Source: the Open Molecules 2025 dataset; level of theory: ωB97M-V with the def2-TZVPD basis set.

Geometry (Å):
Ag (2.249, 0.222, 1.014)
N (-0.571, 0.755, -0.503)
O (0.165, 1.150, -1.397)
O (-1.771, 0.947, -0.508)
O (-0.073, 0.163, 0.447)
C (1.731, 1.857, -4.714)
C (0.601, 0.923, -5.284)
O (-0.410, 1.786, -5.765)
S (0.196, 3.248, -6.242)
O (-0.665, 4.389, -5.880)
O (0.673, 3.157, -7.639)
O (1.434, 3.194, -5.205)
H (2.740, 1.666, -5.078)
H (1.822, 1.862, -3.628)
H (0.317, 0.205, -4.515)
H (0.945, 0.341, -6.139)
C (-2.847, 2.459, -3.252)
C (-3.524, 2.834, -4.615)
O (-4.827, 3.332, -4.363)
S (-4.929, 3.969, -2.827)
O (-6.169, 3.468, -2.185)
O (-4.758, 5.413, -2.898)
O (-3.513, 3.241, -2.315)
H (-1.782, 2.669, -3.344)
H (-3.061, 1.421, -2.997)
H (-3.641, 2.034, -5.347)
H (-2.913, 3.600, -5.093)
C (2.856, 4.374, -1.918)
C (3.004, 2.996, -1.288)
O (3.842, 2.352, -2.150)
S (4.999, 3.286, -2.866)
O (5.043, 3.166, -4.351)
O (6.259, 3.146, -2.125)
O (4.093, 4.619, -2.563)
H (2.533, 5.175, -1.253)
H (2.060, 4.368, -2.663)
H (2.075, 2.456, -1.108)
H (3.501, 3.138, -0.328)
C (-1.771, -1.551, -6.662)
C (-2.639, -2.806, -6.944)
O (-2.570, -3.574, -5.811)
S (-2.580, -2.586, -4.471)
O (-1.819, -3.183, -3.321)
O (-3.850, -1.994, -4.108)
O (-1.710, -1.424, -5.311)
H (-2.218, -0.662, -7.107)
H (-0.783, -1.747, -7.080)
H (-2.268, -3.304, -7.840)
H (-3.625, -2.400, -7.171)
C (-0.607, -1.929, 3.016)
C (-0.842, -1.421, 4.364)
O (-0.129, -2.367, 5.171)
S (-0.559, -3.910, 4.624)
O (-1.857, -4.349, 5.206)
O (0.550, -4.835, 4.555)
O (-0.804, -3.313, 3.120)
H (0.392, -1.596, 2.732)
H (-1.311, -1.715, 2.212)
H (-1.877, -1.571, 4.673)
H (-0.507, -0.403, 4.564)
C (-5.899, 0.923, -0.554)
C (-5.037, -0.346, -0.728)
O (-5.638, -1.411, 0.012)
S (-6.879, -0.884, 0.959)
O (-6.652, -1.329, 2.325)
O (-8.250, -1.088, 0.421)
O (-6.390, 0.707, 0.745)
H (-6.670, 0.870, -1.324)
H (-5.226, 1.779, -0.592)
H (-4.071, -0.171, -0.255)
H (-4.803, -0.765, -1.707)
C (4.696, -2.507, 3.022)
C (3.981, -2.607, 1.614)
O (2.763, -2.272, 1.523)
N (4.679, -3.193, 0.613)
C (6.031, -3.735, 0.581)
H (5.278, -3.415, 3.180)
H (4.001, -2.291, 3.834)
H (5.381, -1.664, 3.105)
H (4.096, -3.272, -0.208)
H (6.195, -4.437, 1.398)
H (6.770, -2.941, 0.691)
H (6.339, -4.237, -0.336)
C (-2.683, 1.053, 2.789)
C (-2.736, 1.916, 3.959)
O (-2.953, 1.400, 5.088)
N (-2.469, 3.219, 3.811)
C (-2.467, 4.200, 4.996)
H (-1.646, 0.830, 2.536)
H (-3.022, 1.544, 1.877)
H (-3.343, 0.195, 2.915)
H (-2.314, 3.619, 2.897)
H (-3.515, 4.354, 5.251)
H (-2.009, 5.134, 4.670)
H (-2.054, 3.761, 5.904)
C (-4.106, -3.744, 3.041)
C (-3.498, -3.937, 1.596)
O (-3.530, -5.096, 1.174)
N (-3.058, -2.886, 0.908)
C (-2.423, -2.931, -0.379)
H (-5.090, -3.300, 2.893)
H (-3.565, -3.076, 3.711)
H (-4.178, -4.679, 3.597)
H (-3.263, -2.002, 1.351)
H (-2.515, -3.959, -0.730)
H (-1.368, -2.662, -0.333)
H (-2.849, -2.252, -1.117)
C (0.977, -5.326, 1.029)
C (0.244, -6.276, 0.055)
O (0.923, -7.053, -0.630)
N (-1.092, -6.232, 0.002)
C (-1.897, -7.104, -0.771)
H (0.494, -4.349, 0.994)
H (2.031, -5.389, 0.758)
H (0.848, -5.755, 2.023)
H (-1.589, -5.484, 0.463)
H (-1.896, -8.037, -0.208)
H (-1.425, -7.281, -1.737)
H (-2.923, -6.738, -0.753)
C (5.451, -0.642, -2.454)
C (4.127, -0.739, -1.774)
O (3.876, -0.244, -0.697)
N (3.110, -1.319, -2.462)
C (1.704, -1.606, -2.074)
H (5.641, -1.126, -3.412)
H (6.305, -0.879, -1.820)
H (5.563, 0.434, -2.593)
H (3.393, -1.514, -3.411)
H (1.014, -1.087, -2.740)
H (1.410, -1.184, -1.113)
H (1.653, -2.692, -1.992)
C (4.892, 1.575, 3.849)
C (5.160, 1.431, 2.350)
O (4.240, 1.524, 1.539)
N (6.421, 1.127, 1.991)
C (6.812, 0.973, 0.607)
H (4.129, 2.343, 3.976)
H (5.748, 1.908, 4.436)
H (4.396, 0.650, 4.144)
H (7.133, 1.123, 2.707)
H (6.001, 1.195, -0.087)
H (7.069, -0.083, 0.517)
H (7.668, 1.634, 0.470)
C (-0.032, 4.181, -0.145)
C (-1.349, 4.460, 0.641)
O (-1.345, 4.942, 1.770)
N (-2.446, 4.074, 0.042)
C (-3.725, 4.248, 0.706)
H (0.459, 3.385, 0.414)
H (0.706, 4.976, -0.038)
H (-0.117, 4.083, -1.227)
H (-2.444, 3.349, -0.661)
H (-4.409, 4.756, 0.026)
H (-3.667, 4.744, 1.675)
H (-4.225, 3.282, 0.776)
C (0.826, 3.234, 3.620)
C (1.228, 1.908, 4.256)
O (1.237, 0.910, 3.534)
N (1.499, 1.801, 5.538)
C (1.951, 0.544, 6.164)
H (0.534, 3.093, 2.580)
H (1.697, 3.859, 3.420)
H (0.040, 3.773, 4.149)
H (1.449, 2.603, 6.149)
H (1.099, -0.019, 6.546)
H (2.456, 0.986, 7.022)
H (2.629, -0.106, 5.611)

HOMO-LUMO gap: 8.33 eV
LUMO: -0.3 eV
highest occupied orbital energy: -0.317 Ha
multiplicity: 1
E_tot: -192704.7594 eV